A structure of composition C3H5O5Y at a distorted geometry, computed with ωB97M-V with the def2-TZVPD basis set.

The geometry in XYZ format:
```
14
Properties=species:S:1:pos:R:3:lowdin_spin:R:1
Y -0.315 1.711 -0.109 0.00
O 1.420 0.626 0.576 0.00
O 2.425 -0.368 -1.112 0.00
O 3.637 0.411 0.588 0.00
O -2.275 0.934 -0.401 0.02
O -1.241 -2.320 0.289 0.70
C 2.535 0.188 0.110 0.00
C -2.555 -0.342 -0.647 0.05
C -1.992 -1.346 0.694 0.13
H -3.633 -0.573 -0.672 0.00
H 2.824 0.168 -1.846 0.00
H -2.825 -2.204 0.720 0.09
H -2.033 -0.796 -1.506 0.00
H -1.598 -0.632 1.439 0.00
```

Values from the calculation:
E_LUMO (alpha / beta): -6.91 / -6.91 eV
DFT total energy: -531.470011 Eh
HOMO-LUMO gap (alpha / beta): 0.2175 / 0.2158 Eh
Spin multiplicity: 2
Total charge: +1

---

A structure of composition C4H20ClMgO6 at a distorted geometry, computed with ωB97M-V with the def2-TZVPD basis set.

The geometry in XYZ format:
```
32
Properties=species:S:1:pos:R:3:lowdin_charge:R:1
Cl -1.609 0.405 0.791 0.11
Mg -3.334 1.569 1.841 1.04
O -3.453 2.891 0.438 -0.08
O 1.433 1.605 1.865 -0.12
O -1.520 0.232 -3.105 -0.09
O -0.670 -1.213 3.579 -0.07
O 0.180 -2.918 1.434 -0.05
O 0.904 1.999 -1.275 -0.06
C 2.579 -0.234 0.774 -0.08
C -0.354 -0.440 -3.573 -0.31
C 2.357 0.516 2.062 -0.28
C -0.287 -1.898 -3.144 -0.08
H -1.242 -2.420 -3.121 0.08
H 1.617 -0.623 0.428 0.05
H -0.811 -0.645 4.343 0.05
H -0.284 -0.287 -4.647 0.11
H 0.178 -2.018 -2.160 0.06
H 0.029 -2.135 0.896 -0.02
H 3.250 -1.076 0.944 0.09
H 0.542 1.264 1.764 -0.03
H -2.728 3.013 -0.204 0.12
H -1.468 -1.140 3.042 -0.02
H 0.388 -2.421 -3.829 0.08
H 1.881 -0.171 2.769 0.10
H -4.254 3.222 0.001 0.12
H 0.568 0.019 -3.189 0.10
H 3.235 0.955 2.523 0.12
H -1.489 0.227 -2.145 0.02
H 2.955 0.405 -0.023 0.08
H 1.213 2.586 -0.575 0.04
H -0.108 -2.669 2.321 0.00
H 0.303 1.398 -0.826 -0.05
```

Values from the calculation:
E_LUMO: -7.62 eV
DFT total energy: -1275.869969 Eh
HOMO-LUMO gap: 0.1715 Eh
Total charge: +1

---

A cluster of 10 separate species, H19O10 in total at a distorted geometry, computed with ωB97M-V with the def2-TZVPD basis set.

The geometry in XYZ format:
```
29
Properties=species:S:1:pos:R:3:lowdin_charge:R:1
O 2.669 2.825 0.448 -0.14
O -2.820 -0.294 -0.238 -0.06
O -2.194 1.646 2.388 -0.07
O 0.227 -3.297 -2.187 -0.10
O 1.004 1.123 -0.319 -0.35
O 0.590 1.715 2.143 -0.10
O 2.293 -0.437 -1.824 -0.14
O 0.612 -2.220 0.262 -0.02
O -1.639 -0.956 2.403 -0.07
O -1.060 -0.871 -2.489 -0.05
H 1.611 -0.173 -1.105 -0.02
H -1.271 1.945 2.431 0.01
H 2.293 0.395 -2.283 -0.01
H 0.772 -1.281 0.206 0.02
H 0.055 -2.636 0.876 0.02
H -2.314 -0.693 -0.945 -0.01
H 0.451 1.601 -0.933 -0.02
H 3.001 3.494 -0.115 -0.02
H -0.466 -0.116 -2.570 0.05
H -0.742 -1.212 2.588 0.02
H -2.126 1.472 1.439 0.03
H 1.886 2.240 0.085 -0.03
H -0.401 -2.685 -1.794 -0.02
H 1.034 -2.974 -1.758 0.02
H 0.557 0.968 1.512 0.01
H -1.817 -0.067 2.753 0.00
H 1.254 2.249 1.684 0.00
H -2.502 -0.393 0.650 -0.03
H -0.956 -1.368 -3.307 0.06
```

Values from the calculation:
E_LUMO: 3.14 eV
DFT total energy: -763.844394 Eh
Energy relative to the best compared isomer or geometry (same formula, charge and spin): 120.86 kJ/mol
HOMO-LUMO gap: 0.3355 Eh
Total charge: -1

---

A structure of composition C11H17ClN3O2Re, computed with ωB97M-V with the def2-TZVPD basis set.

The geometry in XYZ format:
```
35
Properties=species:S:1:pos:R:3:lowdin_spin:R:1
Re 0.205 -0.458 0.350 0.70
Cl -2.741 6.225 0.253 0.04
O -1.062 0.715 -0.347 0.08
O 0.999 1.291 1.051 0.01
N 1.339 -2.022 -0.675 0.01
N -1.272 -1.875 -0.304 0.00
N 1.587 -1.161 1.825 0.01
C 0.491 -3.090 -1.326 0.00
C -2.942 3.771 -0.776 -0.01
C -2.543 2.457 -0.921 0.03
C -0.651 2.905 0.532 0.01
C 0.578 2.481 1.103 0.02
C -1.422 2.012 -0.241 0.01
C -0.859 -2.510 -1.596 0.01
C 2.449 -2.628 0.153 0.01
C -2.214 4.654 0.032 0.04
C 2.872 -1.624 1.175 0.01
C -1.036 4.224 0.658 0.03
H 3.278 -2.935 -0.482 0.00
H 1.194 -1.916 2.396 0.00
H 0.420 -3.923 -0.627 0.00
H 1.223 3.206 1.598 0.00
H 2.047 -3.521 0.630 0.00
H -1.571 -3.266 -1.918 0.00
H -3.093 1.770 -1.552 0.00
H -0.823 -1.728 -2.356 0.00
H 1.777 -1.477 -1.423 0.01
H 3.349 -0.753 0.726 0.00
H -1.479 -2.592 0.395 0.00
H -3.825 4.135 -1.287 0.00
H -2.158 -1.387 -0.437 0.00
H -0.440 4.926 1.230 0.00
H 3.553 -2.044 1.912 0.00
H 1.798 -0.409 2.484 0.00
H 0.970 -3.455 -2.232 0.00
```

Values from the calculation:
E_LUMO (alpha / beta): -13.21 / -13.50 eV
DFT total energy: -1281.485363 Eh
Energy relative to the best compared isomer or geometry (same formula, charge and spin): 0.00 kJ/mol
HOMO-LUMO gap (alpha / beta): 0.1924 / 0.1735 Eh
Spin multiplicity: 2
Total charge: +3

---

An isolated molecule of C2H7NOS at a distorted geometry, computed with ωB97M-V with the def2-TZVPD basis set.

The geometry in XYZ format:
```
12
Properties=species:S:1:pos:R:3:lowdin_charge:R:1
S -1.123 0.000 0.269 0.64
O -1.998 -0.307 1.399 -0.42
N -1.381 1.181 -0.640 -0.25
C 0.539 -0.020 0.850 -0.33
C 1.394 -0.111 -0.495 -0.15
H 0.504 -0.982 1.415 0.10
H 0.941 -0.915 -1.064 0.03
H -2.262 1.060 -1.052 -0.02
H -1.198 -1.218 -0.697 0.11
H 1.178 0.814 -0.983 0.04
H 2.471 -0.431 -0.374 0.09
H 0.935 0.929 1.372 0.14
```

Values from the calculation:
E_LUMO: 0.44 eV
DFT total energy: -608.473849 Eh
Energy relative to the best compared isomer or geometry (same formula, charge and spin): 323.73 kJ/mol
HOMO-LUMO gap: 0.3776 Eh
SMILES: CC[S@H](=N)=O

---

A cluster of 3 separate species, C4H4N2O3S in total at a distorted geometry, computed with ωB97M-V with the def2-TZVPD basis set.

The geometry in XYZ format:
```
14
Properties=species:S:1:pos:R:3:lowdin_charge:R:1
S 0.012 -2.293 0.058 0.99
O 3.162 -0.221 0.985 0.13
O -2.404 -2.153 -0.181 -0.28
O 0.589 0.052 -1.002 -0.05
N 3.781 1.889 0.102 0.20
N 0.710 1.329 -0.684 0.05
C 0.364 1.499 0.566 -0.13
C -0.100 0.299 1.108 -0.03
C 0.185 -0.637 0.145 -0.75
C 3.484 0.791 0.461 -0.40
H 0.445 2.488 1.005 0.12
H -2.711 -3.045 -0.309 -0.05
H 3.249 2.565 -0.355 0.06
H -0.267 -0.108 2.111 0.13
```

Values from the calculation:
E_LUMO (alpha / beta): -2.79 / -2.79 eV
DFT total energy: -888.069246 Eh
Energy relative to the best compared isomer or geometry (same formula, charge and spin): 424.86 kJ/mol
HOMO-LUMO gap (alpha / beta): 0.2624 / 0.2625 Eh

---

A cluster of 2 separate species, C2H6NO2 in total at a distorted geometry, computed with ωB97M-V with the def2-TZVPD basis set.

The geometry in XYZ format:
```
11
Properties=species:S:1:pos:R:3:lowdin_spin:R:1
O 1.540 2.981 0.825 0.30
O -1.224 -1.074 -0.828 0.00
N 0.214 1.166 0.295 0.65
C 0.457 2.473 0.573 0.03
C -0.325 -2.081 -0.388 0.00
H -0.896 -0.179 -0.738 0.00
H 0.316 -1.693 0.406 0.00
H 0.284 -2.437 -1.199 0.00
H -0.965 -2.828 0.073 0.00
H -0.451 3.087 0.579 -0.01
H 1.049 0.585 0.402 0.02
```

Values from the calculation:
E_LUMO (alpha / beta): 0.84 / -3.23 eV
DFT total energy: -284.937374 Eh
Energy relative to the best compared isomer or geometry (same formula, charge and spin): 103.92 kJ/mol
HOMO-LUMO gap (alpha / beta): 0.4048 / 0.2551 Eh
Spin multiplicity: 2

---

A structure of composition C25H67N6O20SZn at a distorted geometry, computed with ωB97M-V with the def2-TZVPD basis set.

The geometry in XYZ format:
```
120
Properties=species:S:1:pos:R:3:lowdin_charge:R:1
Zn -18.670 -8.807 17.386 0.61
S -22.386 -10.164 19.143 0.10
O -19.851 0.876 14.748 0.01
O -17.078 -1.490 9.161 -0.04
O -23.637 -10.057 18.442 -0.39
O -6.929 -9.125 18.604 0.08
O -11.001 -15.831 13.719 -0.07
O -10.700 -13.164 12.897 -0.05
O -18.690 -3.427 26.048 -0.07
O -16.052 -9.344 14.878 -0.30
O -7.254 -7.868 10.948 -0.03
O -21.709 -8.871 19.329 -0.42
O -15.842 -6.682 16.474 -0.35
O -16.337 0.953 10.512 -0.10
O -22.607 -10.890 20.399 -0.42
O -17.896 -5.095 23.623 -0.06
O -21.398 -10.763 18.244 -0.39
O -14.196 -7.000 7.508 0.01
O -18.766 -13.304 11.454 -0.04
O -16.155 -10.780 20.665 0.04
O -16.355 -14.555 12.717 -0.06
O -14.843 -0.636 19.881 -0.04
N -9.246 -7.424 10.407 0.14
N -6.309 -8.606 16.580 0.16
N -20.446 -0.903 15.886 0.17
N -15.088 2.225 20.931 -0.36
N -15.146 -7.661 5.667 0.14
N -15.658 -12.001 22.456 0.15
C -7.973 -7.311 10.089 -0.56
C -14.616 0.430 19.009 -0.22
C -16.069 -1.427 10.071 -0.30
C -7.515 -6.386 8.911 0.00
C -9.771 -15.160 13.893 -0.25
C -20.687 0.292 15.417 -0.65
C -19.088 -4.511 24.056 -0.30
C -10.032 -13.648 14.049 -0.25
C -14.931 -8.502 14.628 -0.35
C -7.144 -8.636 17.569 -0.68
C -15.010 -7.028 15.342 -0.35
C -17.875 -14.225 10.923 -0.28
C -21.933 0.996 15.892 -0.01
C -15.188 1.295 22.147 0.03
C -16.517 -7.339 7.868 0.01
C -15.225 -7.307 6.953 -0.60
C -16.481 2.505 20.379 0.02
C -14.142 1.635 19.848 -0.07
C -13.879 -11.592 20.896 -0.01
C -15.384 -0.062 10.075 -0.20
C -15.350 -11.426 21.323 -0.64
C -8.446 -7.781 17.279 0.00
C -17.315 -15.224 11.955 -0.25
C -14.516 3.571 21.387 0.02
C -19.477 -4.459 25.487 -0.24
H -16.437 -6.644 8.704 0.08
H -13.710 -12.368 20.149 0.08
H -15.203 -12.774 22.921 0.11
H -19.143 -2.638 25.742 0.07
H -14.630 -8.519 13.580 0.07
H -17.117 2.898 21.172 0.11
H -16.636 -8.366 8.211 0.08
H -15.757 1.856 22.888 0.10
H -13.767 0.289 18.341 0.13
H -8.287 -6.760 17.627 0.07
H -16.815 1.501 20.117 0.10
H -17.801 -0.917 9.424 0.10
H -17.307 -6.990 7.202 0.06
H -21.173 -1.359 16.418 0.12
H -9.129 -15.616 14.647 0.12
H -18.070 -15.592 12.649 0.12
H -16.563 -1.723 10.996 0.12
H -9.970 -7.404 9.703 0.11
H -7.112 -5.422 9.221 0.08
H -20.547 -4.276 25.591 0.12
H -16.433 0.758 11.447 0.07
H -19.733 -5.210 23.524 0.12
H -18.223 -14.763 10.041 0.11
H -22.782 0.393 15.569 0.08
H -15.519 0.631 18.432 0.13
H -9.334 -8.076 11.172 0.12
H -13.485 3.327 21.642 0.11
H -14.060 -8.980 15.077 0.07
H -16.769 -13.700 12.857 0.07
H -14.326 -7.377 5.151 0.11
H -9.033 -13.225 14.154 0.11
H -16.931 -16.140 11.507 0.11
H -14.550 0.153 10.744 0.11
H -15.725 0.378 21.904 0.10
H -9.278 -8.105 17.906 0.08
H -18.241 -12.713 12.000 0.09
H -14.599 4.122 20.450 0.10
H -5.481 -9.174 16.683 0.12
H -15.044 0.136 9.058 0.12
H -10.489 -13.544 15.033 0.12
H -15.300 -2.184 9.919 0.12
H -9.292 -15.256 12.919 0.11
H -19.307 -3.619 23.470 0.11
H -13.269 -11.775 21.781 0.06
H -17.752 -5.056 22.675 0.09
H -15.080 4.010 22.210 0.11
H -6.796 -6.922 8.291 0.08
H -16.378 3.046 19.438 0.12
H -21.961 1.228 16.956 0.08
H -22.058 1.877 15.261 0.08
H -8.410 -6.084 8.367 0.06
H -13.290 1.431 20.496 0.13
H -14.061 -6.504 15.458 0.06
H -15.348 -6.374 14.539 0.06
H -11.635 -15.208 13.354 0.07
H -16.059 -7.726 5.239 0.10
H -8.721 -7.737 16.225 0.06
H -19.564 -1.375 15.743 0.13
H -14.167 1.078 22.461 0.11
H -11.623 -13.000 13.104 0.09
H -13.816 -10.631 20.387 0.08
H -15.177 -1.401 19.406 0.12
H -17.061 -13.643 10.491 0.12
H -13.859 2.515 19.272 0.13
H -19.216 -5.408 25.956 0.13
H -16.581 -11.666 22.692 0.12
H -6.532 -8.273 15.653 0.11
```

Values from the calculation:
E_LUMO: -0.53 eV
DFT total energy: -5003.012593 Eh
HOMO-LUMO gap: 0.0578 Eh
Total charge: -1